Record 1
{"formula": "C17H59I2O14PSi", "method": "wB97M-V/def2-TZVPD", "elements": ["C", "C", "C", "I", "Si", "C", "C", "O", "I", "P", "O", "H", "H", "H", "H", "H", "H", "H", "H", "H", "H", "H", "C", "O", "H", "H", "H", "H", "C", "O", "H", "H", "H", "H", "C", "O", "H", "H", "H", "H", "C", "O", "H", "H", "H", "H", "C", "O", "H", "H", "H", "H", "C", "O", "H", "H", "H", "H", "C", "O", "H", "H", "H", "H", "C", "O", "H", "H", "H", "H", "C", "O", "H", "H", "H", "H", "C", "O", "H", "H", "H", "H", "C", "O", "H", "H", "H", "H", "C", "O", "H", "H", "H", "H"], "coordinates": [[1.51884, -2.19921, 0.10782], [0.85212, -0.81716, 0.05272], [0.88972, -0.13929, -1.32344], [-0.46194, -1.13196, -2.68202], [0.42431, 1.69109, -1.30763], [-1.06664, 2.03118, -0.18888], [-1.04019, 1.48504, 1.20450], [-1.81531, 0.64202, 1.59958], [0.41999, 2.21857, 2.57137], [2.20376, 3.06370, -0.86502], [1.81820, 4.24196, -0.01634], [2.49771, -2.14052, 0.58847], [1.63317, -2.62686, -0.88840], [0.92565, -2.89392, 0.70661], [1.34457, -0.14489, 0.76710], [-0.19052, -0.88554, 0.37234], [1.87201, -0.26381, -1.79131], [0.02776, 2.10762, -2.66882], [-1.93090, 1.56242, -0.67036], [-1.20725, 3.11778, -0.17143], [3.27694, 2.29434, -0.39787], [2.62577, 3.47910, -2.14341], [-3.61307, 4.70318, 2.46595], [-2.96053, 3.67380, 3.19838], [-3.63022, 5.57979, 3.10955], [-3.07991, 4.95447, 1.54507], [-4.64239, 4.43375, 2.21314], [-2.95259, 2.88035, 2.65496], [0.60569, -5.48461, -3.18676], [-0.62693, -5.11141, -2.59075], [0.73024, -6.55101, -3.01155], [0.61101, -5.30808, -4.26624], [1.45415, -4.95856, -2.73728], [-0.74966, -4.16916, -2.73676], [-4.95395, 2.44934, -0.12362], [-3.91373, 3.09474, -0.86598], [-4.48492, 1.95676, 0.72704], [-5.69198, 3.16603, 0.23170], [-5.46110, 1.69182, -0.72427], [-4.31867, 3.52390, -1.62380], [3.63572, -2.34929, -3.09599], [3.88016, -0.94965, -2.91822], [2.64254, -2.56376, -2.70470], [3.66565, -2.61212, -4.15468], [4.36392, -2.94339, -2.54862], [4.75322, -0.78004, -3.28625], [1.75456, -1.18490, 4.34506], [1.26108, -2.36249, 3.71060], [2.83211, -1.30208, 4.43439], [1.53523, -0.29879, 3.74627], [1.33081, -1.05563, 5.34427], [0.30817, -2.27365, 3.62563], [6.19435, 1.45579, -2.03551], [5.11544, 1.19136, -1.15177], [6.33204, 2.53436, -2.05233], [7.12432, 0.99253, -1.69752], [5.98204, 1.12181, -3.05700], [4.96051, 0.24127, -1.12853], [5.14117, -5.80926, -0.63914], [5.37658, -4.51781, -1.19168], [4.74485, -6.42564, -1.44238], [6.06214, -6.26660, -0.26995], [4.40872, -5.77699, 0.17096], [5.73044, -3.95894, -0.49496], [-9.15051, 3.51822, -1.32296], [-8.08889, 3.51392, -0.37564], [-8.74367, 3.12354, -2.25098], [-9.97931, 2.87958, -1.00812], [-9.52753, 4.52695, -1.50923], [-8.42805, 3.85680, 0.45513], [-4.59436, -1.83037, 2.14520], [-4.43013, -0.43797, 2.35738], [-5.56957, -2.10490, 2.54434], [-4.57121, -2.09026, 1.08309], [-3.82654, -2.40746, 2.67066], [-3.56937, -0.17825, 2.01113], [-5.75688, -3.36054, 5.74621], [-6.78347, -2.53058, 5.22263], [-6.23089, -4.24877, 6.15702], [-5.05448, -3.67196, 4.96766], [-5.20675, -2.85696, 6.54551], [-6.36700, -1.74170, 4.86406], [2.40949, 6.03804, 3.32189], [3.31844, 5.55364, 2.35808], [2.97968, 6.60246, 4.05862], [1.66623, 6.70432, 2.87167], [1.88674, 5.22502, 3.83983], [2.80169, 5.08854, 1.67476], [5.69947, -1.07827, -6.27855], [6.12382, -2.12019, -5.40577], [5.67266, -0.16273, -5.69091], [6.39462, -0.93358, -7.10883], [4.69860, -1.26145, -6.67782], [6.15221, -2.93794, -5.90836]], "forces_ev_per_a": [[-0.099, 0.017, 0.229], [-0.050, 0.011, -0.103], [0.252, 0.010, 0.192], [-0.027, -0.018, -0.044], [-0.026, -0.231, -0.225], [0.249, -0.136, 0.209], [-1.065, -0.886, 0.142], [0.861, 0.933, -0.344], [0.098, 0.230, -0.090], [-0.466, 0.652, 0.594], [0.089, -0.146, 0.032], [-0.002, -0.013, -0.179], [-0.020, -0.022, 0.064], [0.073, 0.054, -0.081], [-0.005, -0.065, -0.029], [0.107, -0.017, -0.008], [-0.076, 0.012, -0.012], [-0.049, 0.045, 0.038], [0.017, 0.227, -0.054], [0.026, -0.085, 0.079], [0.083, -0.059, -0.065], [0.167, -0.311, -0.135], [0.035, -0.019, 0.055], [-0.023, 0.030, -0.142], [-0.009, 0.022, -0.009], [0.004, -0.010, -0.006], [0.004, 0.004, 0.014], [-0.065, -0.062, 0.086], [-0.050, -0.011, 0.060], [0.090, -0.024, -0.085], [0.023, -0.012, -0.008], [-0.001, 0.005, -0.004], [0.004, 0.003, 0.003], [-0.024, 0.088, 0.086], [0.152, 0.038, -0.047], [-0.066, -0.076, 0.050], [-0.013, -0.019, -0.010], [-0.028, -0.017, 0.017], [-0.016, -0.018, 0.025], [-0.007, 0.051, -0.012], [0.010, 0.023, -0.050], [0.040, -0.040, 0.106], [0.012, 0.087, -0.061], [-0.022, -0.045, 0.012], [-0.025, -0.118, -0.041], [-0.014, 0.023, -0.105], [-0.088, -0.135, -0.111], [0.038, 0.054, 0.037], [0.011, 0.015, 0.001], [0.083, 0.010, 0.077], [0.017, 0.009, 0.009], [-0.033, -0.017, -0.005], [-0.051, 0.001, 0.072], [0.152, -0.028, 0.016], [0.020, 0.011, -0.018], [0.006, -0.005, 0.001], [-0.012, 0.013, -0.003], [-0.131, -0.020, -0.133], [-0.018, 0.043, -0.047], [0.031, -0.095, 0.119], [-0.006, -0.022, 0.004], [0.008, -0.004, -0.012], [-0.012, 0.003, -0.006], [0.024, 0.036, 0.007], [0.062, -0.017, 0.027], [-0.107, 0.048, -0.063], [-0.014, -0.003, -0.019], [0.001, -0.008, 0.001], [0.006, 0.006, -0.003], [0.012, -0.005, 0.048], [0.029, 0.111, 0.049], [-0.079, -0.032, -0.031], [-0.006, -0.049, -0.019], [0.007, -0.019, 0.001], [-0.019, -0.053, -0.029], [0.024, 0.009, 0.050], [-0.006, 0.094, -0.037], [0.055, -0.052, -0.013], [-0.042, 0.006, -0.001], [0.024, -0.016, 0.021], [0.037, -0.047, 0.012], [-0.040, 0.060, -0.011], [-0.049, 0.034, -0.012], [-0.200, -0.333, -0.299], [-0.009, 0.001, 0.008], [-0.029, -0.009, 0.077], [-0.021, 0.048, 0.006], [0.209, 0.170, 0.031], [0.020, -0.051, 0.032], [-0.076, 0.179, -0.027], [-0.001, 0.024, -0.013], [0.007, 0.003, 0.003], [-0.008, 0.002, 0.011], [0.023, -0.070, 0.046]], "lowdin_charge": [-0.094, -0.379, -0.828, 0.879, 0.486, -0.297, -0.883, -0.048, 1.021, 0.589, -0.564, 0.078, 0.027, 0.075, 0.068, 0.078, 0.017, -0.015, 0.077, 0.091, -0.031, -0.018, -0.152, -0.139, 0.078, 0.076, 0.069, 0.032, -0.163, -0.139, 0.078, 0.077, 0.063, -0.011, -0.132, -0.135, 0.063, 0.056, 0.085, 0.079, -0.124, -0.143, 0.035, 0.077, 0.063, 0.049, -0.161, -0.131, 0.079, -0.011, 0.079, 0.070, -0.143, -0.160, 0.084, 0.082, 0.064, 0.059, -0.149, -0.138, 0.078, 0.076, 0.077, 0.076, -0.155, -0.132, 0.077, 0.077, 0.076, 0.076, -0.157, -0.132, 0.069, 0.079, 0.075, 0.018, -0.164, -0.126, 0.077, 0.067, 0.077, 0.064, -0.182, -0.142, 0.074, 0.078, 0.054, 0.025, -0.154, -0.128, 0.069, 0.077, 0.080, 0.079], "total_energy_ev": -80613.647, "e_above_lowest_ev": 0.000, "e_homo_ha": -0.3439, "charge": 0}

***

Record 2
{"formula": "C17H59N19O12", "method": "wB97M-V/def2-TZVPD", "elements": ["C", "O", "C", "C", "C", "N", "H", "H", "H", "H", "H", "H", "H", "H", "H", "H", "H", "N", "C", "N", "O", "H", "H", "H", "H", "N", "C", "N", "O", "H", "H", "H", "H", "N", "C", "N", "O", "H", "H", "H", "H", "N", "C", "N", "O", "H", "H", "H", "H", "N", "C", "N", "O", "H", "H", "H", "H", "N", "C", "N", "O", "H", "H", "H", "H", "N", "C", "N", "O", "H", "H", "H", "H", "N", "C", "N", "O", "H", "H", "H", "H", "N", "C", "N", "O", "H", "H", "H", "H", "C", "C", "O", "H", "H", "H", "H", "H", "H", "C", "C", "O", "H", "H", "H", "H", "H", "H"], "coordinates": [[1.17474, -5.58970, -3.68808], [0.28679, -6.25712, -2.75286], [-0.39190, -5.22589, -2.10000], [-1.29187, -6.04410, -1.09895], [-2.53678, -5.36532, -0.78756], [-0.70566, -6.45486, 0.12850], [2.12445, -5.38550, -3.19366], [0.77082, -4.71231, -4.19319], [1.47575, -6.32463, -4.43465], [0.18744, -4.44955, -1.60022], [-0.98672, -4.64032, -2.80100], [-1.57021, -6.91664, -1.68997], [-3.21570, -5.79026, -0.04824], [-3.12229, -5.21235, -1.69414], [-2.25760, -4.36783, -0.44820], [-1.22956, -7.25833, 0.44482], [0.25038, -6.76949, 0.04434], [-1.61172, 3.98288, -3.91791], [-0.54873, 4.51926, -4.43297], [-0.00540, 3.73937, -5.29364], [-0.20068, 5.69589, -4.19145], [-1.61765, 2.97688, -4.00753], [-2.12116, 4.48368, -3.20391], [-0.41989, 2.82305, -5.38664], [0.94791, 3.91105, -5.57969], [-6.02336, -2.03723, 2.98288], [-5.11284, -1.14470, 3.20208], [-5.24556, -0.53026, 4.40683], [-4.21478, -0.86223, 2.39505], [-6.80048, -2.04061, 3.62800], [-5.89329, -2.73985, 2.26908], [-5.83853, -0.96776, 5.09754], [-4.44442, 0.06490, 4.56196], [3.63200, -1.56915, 5.83146], [4.42880, -1.16992, 4.88428], [5.52285, -0.88998, 5.47170], [3.99255, -0.71925, 3.80518], [2.68773, -1.28974, 5.60702], [3.91449, -2.04353, 6.67719], [5.59593, -1.29150, 6.39556], [6.26778, -0.49435, 4.91613], [-3.48890, -1.21534, -5.75322], [-2.22634, -0.90733, -5.90168], [-1.53828, -1.63927, -6.77807], [-1.66780, -0.09251, -5.15778], [-4.05777, -0.81340, -5.02183], [-3.94409, -1.69510, -6.51659], [-1.93325, -2.54534, -6.98575], [-0.53575, -1.69791, -6.67041], [-1.24623, -3.18599, 3.66606], [-0.69395, -2.98132, 4.78086], [-0.75117, -1.72498, 5.11211], [-0.28182, -3.88013, 5.46766], [-1.11609, -4.02413, 3.11770], [-1.70172, -2.38431, 3.25382], [-1.17615, -1.02586, 4.51989], [-0.71003, -1.40750, 6.07003], [-6.27837, 4.55586, 0.52684], [-6.24833, 3.30077, 0.71574], [-4.93772, 3.00822, 0.74144], [-7.23621, 2.57597, 0.71934], [-7.09732, 5.03410, 0.17943], [-5.37318, 4.95657, 0.32640], [-4.20272, 3.69223, 0.85094], [-4.68551, 2.03078, 0.70846], [2.16883, 5.64461, 0.75542], [3.07953, 6.05469, 1.63487], [3.19435, 5.12563, 2.49204], [3.54335, 7.13498, 1.73856], [1.79171, 6.34070, 0.12825], [1.99709, 4.67417, 0.53438], [3.90922, 5.26759, 3.19126], [2.94313, 4.20265, 2.16786], [-0.96035, 4.32935, 4.63357], [-2.02691, 3.80740, 5.23245], [-2.77360, 4.75660, 5.66191], [-2.28341, 2.68330, 5.18270], [-0.76089, 5.31381, 4.73916], [-0.44517, 3.68326, 4.05282], [-3.71855, 4.53527, 5.94151], [-2.41429, 5.69817, 5.59536], [3.56976, 0.24299, -7.81683], [3.42359, -0.81698, -7.04408], [3.15887, -0.41063, -5.81905], [3.49102, -1.99633, -7.38157], [3.96594, -0.01395, -8.70965], [3.49434, 1.19054, -7.47542], [2.87700, 0.54138, -5.63380], [3.17447, -0.98906, -4.99124], [0.55204, -0.06182, -0.47288], [0.06346, 0.92808, 0.53996], [1.16374, 1.55041, 1.19427], [-0.34956, -0.53060, -0.86716], [1.06404, -0.83577, 0.09892], [1.20098, 0.30537, -1.26797], [-0.59203, 0.46128, 1.27517], [-0.57761, 1.63806, 0.01741], [1.63516, 0.82632, 1.61268], [6.98442, 1.05770, 0.66937], [6.26674, 0.44247, -0.59232], [5.88723, -0.91937, -0.33821], [7.97076, 1.41076, 0.36840], [7.01530, 0.47736, 1.59151], [6.38815, 1.92736, 0.94553], [7.06306, 0.49515, -1.33474], [5.63193, 1.24507, -0.96776], [5.50835, -0.99494, 0.54062]], "forces_ev_per_a": [[0.872, -1.885, 0.109], [1.537, 1.915, -1.584], [-1.862, -1.278, 1.937], [0.187, -0.464, -1.905], [-1.721, 2.300, -0.175], [1.168, -0.106, 1.165], [-0.093, 0.624, 0.250], [-0.275, -0.004, 0.275], [-0.371, -0.045, -0.213], [0.793, -0.326, 0.341], [-0.531, -0.213, -0.220], [0.200, -0.288, -0.377], [0.386, -0.377, 0.091], [-0.138, -0.007, -0.115], [-0.327, 0.272, 0.356], [0.000, -0.037, 0.326], [0.167, -0.015, -0.227], [-3.085, -1.670, 1.909], [0.549, 5.947, 1.485], [2.902, -2.834, -3.208], [0.099, -1.314, -0.161], [-0.951, 0.145, 0.703], [0.149, -0.370, -0.190], [0.644, -0.023, -0.455], [-0.372, -0.077, -0.087], [-2.648, -2.555, -0.528], [2.693, 1.961, -0.534], [0.433, 0.507, -0.355], [-0.208, -0.217, 0.686], [0.003, -0.636, -0.534], [-0.303, 0.364, 0.142], [0.667, 0.513, 0.252], [-0.440, 0.130, 0.864], [-4.882, -2.296, 1.408], [-3.214, 2.962, -2.677], [6.339, 0.813, 0.294], [1.067, -1.068, 0.303], [-0.313, -0.943, 0.677], [-0.547, 0.226, -0.330], [1.134, 0.682, -0.377], [0.363, -0.363, 0.559], [-3.192, -0.921, -0.536], [2.564, 1.671, 2.820], [0.792, -1.668, -1.790], [-0.079, 0.294, -0.408], [0.354, 0.151, -0.334], [-0.230, 0.050, 0.385], [0.042, 0.107, -0.185], [-0.138, 0.496, 0.081], [-2.867, -0.721, -6.611], [0.855, -1.905, 3.006], [0.193, 5.272, 2.225], [1.489, -1.261, 1.736], [-0.052, 0.157, 0.332], [-0.073, -0.612, -0.627], [0.119, -0.273, -0.027], [0.252, -0.556, -0.107], [-1.169, 7.115, -0.878], [-0.914, -3.222, -0.524], [2.183, -3.643, 0.515], [0.795, -0.473, 0.369], [0.108, -0.203, 0.312], [-0.855, 0.633, -0.168], [-0.348, -0.451, 0.069], [0.203, 0.180, 0.367], [-2.240, 0.669, -3.706], [-1.887, 0.770, -1.611], [2.118, -4.522, 4.787], [1.478, 3.545, -0.200], [0.238, -0.329, -0.157], [-0.030, 0.354, 0.103], [-0.033, -0.523, -0.079], [0.278, -0.087, 0.860], [2.856, 0.333, -1.073], [2.153, 2.671, -1.960], [-3.599, 3.465, 2.655], [-1.681, -6.858, 0.275], [0.507, -0.548, -0.564], [0.378, 0.598, 0.192], [0.301, 0.409, 0.171], [-0.904, -0.173, 0.254], [0.584, 0.894, -3.039], [-0.264, -2.099, 0.324], [-1.003, 0.690, 4.155], [0.361, 0.661, -0.187], [-0.241, 0.812, -0.136], [0.377, -0.406, -0.407], [0.247, -0.266, -0.077], [-0.107, -0.302, -0.607], [-0.529, -1.067, 0.517], [0.037, 0.390, -0.380], [-0.375, 0.525, -0.027], [0.130, -0.174, -0.478], [0.322, -0.259, -0.291], [-0.177, 0.254, 0.175], [-0.006, -0.285, 0.068], [0.362, 0.676, 0.274], [0.307, 0.012, 0.211], [-0.991, 0.824, -0.582], [2.532, 0.148, 1.743], [-0.338, 1.009, -1.191], [0.067, -0.123, 0.394], [0.168, -0.521, -0.399], [0.222, 0.293, 0.172], [-0.120, -1.035, -0.337], [-1.483, -0.856, 0.148], [-0.120, 0.266, 0.106]], "lowdin_charge": [-0.088, -0.173, -0.216, -0.491, -0.100, 0.044, 0.087, 0.083, 0.084, 0.127, 0.115, 0.131, 0.082, 0.081, 0.082, 0.079, 0.077, 0.163, -0.786, 0.168, -0.012, 0.103, 0.122, 0.105, 0.124, 0.165, -0.737, 0.154, -0.018, 0.112, 0.126, 0.101, 0.105, 0.142, -0.769, 0.161, -0.009, 0.119, 0.116, 0.118, 0.126, 0.164, -0.743, 0.157, -0.015, 0.124, 0.111, 0.103, 0.112, 0.181, -0.844, 0.165, 0.037, 0.129, 0.102, 0.103, 0.117, 0.143, -0.763, 0.140, 0.033, 0.129, 0.106, 0.102, 0.108, 0.149, -0.838, 0.159, 0.079, 0.112, 0.098, 0.126, 0.109, 0.152, -0.859, 0.166, 0.089, 0.102, 0.113, 0.127, 0.111, 0.149, -0.756, 0.146, 0.020, 0.119, 0.108, 0.098, 0.116, -0.093, -0.334, -0.088, 0.076, 0.074, 0.079, 0.108, 0.107, 0.075, -0.083, -0.289, -0.073, 0.063, 0.061, 0.054, 0.095, 0.096, 0.071], "total_energy_ev": -71468.630, "e_above_lowest_ev": 0.000, "smiles": "COC[C@H](C)N.NC(N)=O.NC(N)=O.NC(N)=O.NC(N)=O.NC(N)=O.NC(N)=O.NC(N)=O.NC(N)=O.NC(N)=O.CCO.CCO", "e_homo_ha": -0.3365, "charge": 0}